{"formula": "C6H14N2", "method": "ωB97M-V/def2-TZVPD", "lumo_ev": 1.012, "orbital_gap_ev": 9.40, "smiles": "C/C=N\\N(CC)CC", "multiplicity": 1, "e_above_lowest_kj_mol": 239.1, "species": ["C", "C", "C", "C", "C", "C", "H", "H", "H", "H", "H", "H", "H", "H", "H", "H", "H", "H", "H", "H", "N", "N"], "xyz": [[-2.160, -1.659, -0.037], [-1.681, -0.162, -0.064], [0.172, 1.259, -0.564], [-0.126, 2.191, 0.523], [1.583, -1.032, 0.745], [2.461, -0.922, -0.475], [-3.206, -1.764, 0.449], [-2.106, -2.079, -1.045], [-1.434, -2.228, 0.532], [-2.091, 0.337, 0.879], [-2.175, 0.391, -0.845], [1.200, 1.255, -0.862], [-0.428, 1.521, -1.495], [-1.244, 2.225, 0.645], [0.268, 3.223, 0.365], [0.441, 1.886, 1.439], [2.126, -1.290, 1.653], [2.817, 0.192, -0.525], [3.506, -1.498, -0.549], [1.932, -1.072, -1.368], [-0.249, -0.138, -0.290], [0.391, -0.635, 0.887]], "atomic_forces_ev_per_a": [[-0.926, 0.982, 0.350], [-1.581, -1.438, 1.354], [-1.004, -0.918, -2.476], [-0.043, 1.629, 1.795], [1.521, 0.396, -0.044], [3.208, 1.518, 0.386], [1.707, 0.093, -0.995], [-0.420, 0.071, 0.043], [-0.074, -0.062, 0.422], [1.095, -0.602, -0.722], [-0.045, 0.040, -0.655], [0.594, 0.079, -0.097], [0.818, -0.143, 0.970], [1.263, 0.241, 0.463], [-0.518, -0.645, -0.373], [-1.010, 0.004, -0.404], [-0.429, -0.323, 0.118], [-0.539, -1.839, 0.102], [-2.594, 0.810, 0.731], [-0.833, -0.323, -1.255], [0.088, 0.645, 0.413], [-0.275, -0.213, -0.127]], "nbo_charge": [-0.61, -0.22, -0.23, -0.64, 0.10, -0.70, 0.21, 0.20, 0.22, 0.17, 0.19, 0.19, 0.20, 0.21, 0.22, 0.22, 0.18, 0.22, 0.23, 0.23, -0.32, -0.28]}



{"formula": "C23H48IrNOP3S", "method": "ωB97M-V/def2-TZVPD", "lumo_ev": [-10.762, -15.151], "orbital_gap_ev": [7.47, 4.58], "multiplicity": 6, "charge": 4, "e_above_lowest_kj_mol": 0.0, "species": ["Ir", "P", "P", "P", "H", "C", "C", "H", "C", "C", "C", "C", "C", "C", "C", "C", "C", "H", "H", "H", "H", "H", "H", "H", "H", "H", "H", "H", "H", "H", "H", "H", "H", "H", "H", "H", "H", "H", "H", "H", "H", "H", "H", "H", "H", "H", "C", "C", "C", "C", "C", "C", "S", "H", "H", "H", "H", "H", "H", "O", "C", "C", "C", "C", "C", "C", "N", "H", "H", "H", "H", "H", "H", "H", "H", "H", "H", "H"], "xyz": [[0.024, 0.071, 0.064], [1.950, 1.217, 0.902], [-1.443, 0.370, 1.865], [-0.989, 1.662, -1.237], [0.729, -5.550, -8.063], [0.930, -4.546, -8.463], [2.179, -4.069, -8.558], [3.046, -4.665, -8.236], [3.209, 0.073, 1.526], [1.625, 2.339, 2.286], [2.881, 2.190, -0.301], [-2.995, -0.559, 1.637], [-0.985, -0.185, 3.558], [-1.912, 2.067, 2.290], [-0.543, 1.883, -3.024], [-0.958, 3.452, -0.773], [-2.815, 1.407, -1.401], [0.065, -3.964, -8.812], [2.386, -3.080, -8.990], [3.287, -0.795, 0.860], [2.904, -0.310, 2.510], [4.180, 0.576, 1.633], [1.111, 1.837, 3.115], [1.020, 3.189, 1.947], [2.593, 2.717, 2.650], [3.400, 1.537, -1.014], [3.633, 2.769, 0.260], [2.231, 2.881, -0.850], [-3.633, -0.395, 2.520], [-2.772, -1.632, 1.549], [-3.521, -0.233, 0.734], [-1.643, 0.226, 4.332], [0.042, 0.154, 3.789], [-1.133, -1.279, 3.547], [-2.468, 2.008, 3.239], [-2.550, 2.517, 1.525], [-1.020, 2.684, 2.450], [-1.114, 2.706, -3.483], [-0.741, 0.980, -3.611], [0.520, 2.120, -3.140], [-1.766, 4.006, -1.279], [-0.012, 3.921, -1.068], [-1.086, 3.608, 0.301], [-3.231, 2.019, -2.218], [-3.356, 1.656, -0.481], [-3.012, 0.355, -1.630], [0.628, -1.483, -3.159], [-0.743, -1.791, -3.273], [-1.184, -2.718, -4.208], [-0.285, -3.331, -5.095], [1.064, -2.972, -5.036], [1.519, -2.052, -4.115], [1.302, -0.457, -1.959], [-1.192, -0.804, -0.576], [-1.449, -1.307, -2.589], [-2.245, -2.978, -4.257], [-0.630, -4.069, -5.819], [1.775, -3.435, -5.733], [2.569, -1.753, -4.073], [0.932, -1.722, 1.239], [0.984, -2.207, 2.479], [2.270, -2.440, 3.235], [2.442, -1.767, 4.492], [1.703, -2.513, 5.651], [0.290, -2.998, 5.331], [0.126, -3.925, 4.099], [0.128, -3.323, 2.811], [2.867, -3.312, 3.012], [0.595, -1.472, 3.221], [3.522, -1.775, 4.742], [2.161, -0.682, 4.508], [2.317, -3.375, 5.934], [1.647, -1.861, 6.531], [-0.067, -3.556, 6.207], [-0.378, -2.133, 5.245], [0.926, -4.683, 4.157], [-0.812, -4.480, 4.261], [-0.658, -3.514, 2.178]], "atomic_forces_ev_per_a": [[0.129, -3.235, 0.432], [0.671, 0.806, 0.030], [-0.621, 0.472, 0.676], [-1.675, 2.025, -1.053], [0.090, 0.384, -0.155], [-3.987, -1.621, 0.091], [4.078, 1.467, -0.502], [-0.345, 0.240, -0.126], [-0.010, -0.453, 0.200], [0.103, 0.259, 0.057], [0.036, 0.301, -0.064], [-0.022, 0.113, 0.061], [0.120, -0.183, -0.457], [-0.305, 0.160, -0.006], [0.435, -0.542, 0.027], [0.397, -0.054, 0.464], [0.164, -0.368, 0.098], [0.343, -0.209, 0.131], [-0.089, -0.394, 0.171], [0.159, 0.298, 0.090], [0.120, 0.255, -0.348], [-0.268, -0.030, -0.132], [0.181, 0.128, -0.249], [0.192, -0.132, 0.104], [-0.288, -0.056, -0.061], [-0.146, 0.117, 0.174], [-0.194, -0.139, -0.279], [0.175, -0.070, 0.102], [0.124, -0.063, -0.307], [-0.071, 0.287, -0.006], [0.080, -0.125, 0.246], [-0.096, 0.093, -0.396], [-0.472, -0.476, 0.122], [0.222, 0.669, 0.395], [0.073, 0.168, -0.409], [0.099, 0.029, 0.190], [-0.307, -0.151, -0.054], [0.012, -0.217, 0.555], [-0.029, 0.113, 0.171], [-0.104, -0.002, 0.097], [0.226, -0.486, 0.016], [-0.112, -0.174, 0.031], [0.036, -0.047, -0.146], [0.348, -0.086, 0.312], [0.202, 0.021, -0.168], [-0.034, 0.136, -0.015], [-0.282, -0.069, -0.143], [-0.480, -0.381, 0.157], [-0.397, 0.127, 0.090], [0.140, 0.352, 0.415], [0.205, -0.165, -0.386], [0.449, 0.339, 0.361], [0.580, -0.357, 0.212], [-0.085, 0.574, -0.180], [0.222, -0.347, -0.337], [0.387, 0.159, 0.022], [-0.034, 0.199, 0.291], [-0.189, 0.242, 0.412], [-0.279, -0.228, -0.077], [-0.541, 1.032, -2.098], [-0.016, -0.298, 2.806], [0.604, -0.727, -1.543], [0.876, 1.017, 1.864], [0.237, -0.214, 0.018], [0.232, 0.610, 0.200], [-0.404, -0.839, 1.406], [-0.794, 0.640, -1.292], [0.119, -0.064, -0.274], [-0.233, 0.053, -0.500], [-0.511, 0.067, 0.010], [-0.075, -0.742, -0.236], [-0.097, 0.118, -0.029], [0.115, -0.107, -0.173], [0.015, -0.041, -0.374], [-0.059, -0.231, -0.053], [0.056, 0.084, -0.212], [0.256, 0.160, -0.587], [0.347, -0.192, 0.120]], "lowdin_spin": [0.29, 0.10, 0.01, 0.00, 0.01, 0.46, 0.46, 0.01, 0.03, 0.02, 0.01, 0.01, 0.01, 0.00, 0.01, 0.00, 0.00, 0.01, 0.01, 0.00, 0.01, 0.00, 0.00, 0.00, 0.00, 0.00, 0.00, 0.00, 0.00, 0.00, 0.00, 0.00, 0.00, 0.00, 0.00, 0.00, 0.00, 0.00, 0.00, 0.01, 0.00, 0.00, 0.00, 0.00, 0.00, 0.00, 0.09, 0.08, 0.00, 0.14, 0.01, 0.11, 0.52, 0.08, 0.01, 0.00, 0.01, 0.00, 0.00, 0.48, 0.20, 0.67, 0.10, 0.06, 0.04, 0.09, 0.62, 0.03, 0.07, 0.01, 0.01, 0.00, 0.01, 0.00, 0.00, 0.04, 0.00, 0.02]}



{"formula": "C2H3NO2", "method": "ωB97M-V/def2-TZVPD", "lumo_ev": [-0.112, -2.384], "orbital_gap_ev": [11.61, 6.71], "multiplicity": 1, "e_above_lowest_kj_mol": 624.6, "species": ["C", "C", "N", "O", "O", "H", "H", "H"], "xyz": [[-2.768, -1.827, -0.093], [0.310, 0.164, 0.028], [-2.300, -1.315, 1.044], [-3.287, -1.677, -1.151], [-1.969, -2.703, 0.608], [-0.738, 0.229, 0.017], [1.084, 0.455, 0.786], [0.558, -0.164, -0.955]], "atomic_forces_ev_per_a": [[0.084, 0.193, -1.952], [1.439, 0.078, 0.054], [0.312, -0.774, 0.793], [0.192, -0.520, 1.145], [-0.652, 0.983, 0.080], [-1.101, 0.636, 1.191], [-1.370, -0.352, -0.881], [1.095, -0.243, -0.430]], "nbo_charge": [0.77, -0.50, 0.00, -0.50, -0.28, 0.16, 0.19, 0.16]}



| no. | E_tot (a.u.) |
| --- | --- |
| 1 | -346.4361 |
| 2 | -2560.0817 |
| 3 | -283.0201 |